C21H32FN3O6 | ωB97M-V/def2-TZVPD

The total charge is 0. The total energy comes out at -41748.8280 eV. The HOMO energy is -7.825 eV. The spin multiplicity is 1. As for the LUMO energy: -1.9 eV.

XYZ file:
```
63
Properties=species:S:1:pos:R:3:mulliken_charge:R:1
C -3.850 3.742 -1.230 -0.64
C -2.506 3.077 -1.421 -0.10
N -1.629 2.915 -0.189 0.04
C -2.374 1.831 0.562 -0.07
O -3.453 1.856 1.349 -0.59
C -1.614 0.395 0.344 0.46
C -2.051 -1.154 0.660 0.28
F -3.380 -1.425 1.256 -0.29
C -0.935 -2.325 0.258 -0.57
C 0.525 -1.853 -0.372 -0.48
C 0.916 -0.246 -0.623 0.19
C 2.411 0.169 -1.210 0.00
C 3.349 0.430 0.150 -0.52
O 3.362 1.865 0.550 -0.32
C 2.732 2.021 1.875 0.40
O 3.439 1.721 2.979 -0.51
C -0.189 0.915 -0.278 0.58
C -0.169 2.548 -0.428 0.05
O 0.908 3.300 -0.668 -0.53
H -4.763 3.055 -0.970 0.24
H -3.917 4.922 -1.300 0.25
H -2.225 2.750 -2.512 0.30
H -1.169 -3.457 0.438 0.32
H 1.313 -2.702 -0.627 0.33
H 2.835 -0.716 -1.863 -0.01
H 2.269 1.171 -1.834 0.32
H 4.419 -0.031 0.028 0.31
H 2.826 -0.167 1.029 0.31
H 1.611 2.385 2.024 0.20
C -2.290 -0.762 6.876 -0.64
O -2.987 0.135 6.024 -0.38
C -2.307 1.370 5.785 -0.87
C -1.261 1.308 4.647 0.26
C 0.047 0.639 5.062 -1.17
N -1.794 0.620 3.462 -0.28
H -1.739 -0.240 7.663 0.29
H -1.617 -1.390 6.289 0.22
H -3.025 -1.421 7.348 0.25
H -3.087 2.080 5.484 0.33
H -1.872 1.764 6.712 0.48
H -1.020 2.340 4.365 0.36
H -0.046 -0.446 5.158 0.25
H 0.824 0.826 4.312 0.08
H 0.405 1.039 6.016 0.37
H -2.622 1.121 3.139 0.23
H -2.166 -0.281 3.776 0.24
C 1.942 -4.125 -5.590 -0.60
O 2.751 -3.022 -5.970 -0.37
C 2.018 -1.875 -6.409 -0.69
C 1.534 -0.956 -5.263 0.13
C 0.306 -1.494 -4.533 -1.15
N 2.601 -0.709 -4.283 -0.45
H 1.044 -4.211 -6.207 0.29
H 1.675 -4.046 -4.534 0.19
H 2.533 -5.037 -5.712 0.26
H 2.718 -1.299 -7.027 0.35
H 1.192 -2.167 -7.069 0.40
H 1.249 0.004 -5.710 0.33
H 0.540 -2.338 -3.879 0.18
H -0.133 -0.713 -3.901 0.21
H -0.463 -1.814 -5.244 0.39
H 3.390 -0.272 -4.763 0.24
H 2.969 -1.621 -3.998 0.33
```

***

C9H18NO4P | ωB97M-V/def2-TZVPD

The total charge is 0. The total energy comes out at -28586.8813 eV. For the energy relative to the best compared isomer or geometry (same formula, charge and spin), the calculation gives 738.4 kJ/mol. The HOMO energy (alpha / beta) is -8.282 / -8.217 eV. The spin multiplicity is 1. As for the LUMO energy (alpha / beta): -2.2 / -2.3 eV.

XYZ file:
```
33
Properties=species:S:1:pos:R:3:mulliken_charge:R:1
C 0.887 -0.658 0.907 -0.88
C 1.996 1.489 -0.462 -0.24
C 2.116 -0.819 0.098 2.15
C 3.355 -0.657 0.978 -1.79
C 1.944 -2.164 -0.686 -1.79
C -3.601 -1.470 -0.529 -1.01
C -1.485 3.070 -0.098 -1.02
C -2.278 -2.180 -0.367 -0.25
C -1.193 2.168 1.157 -0.15
N 1.661 1.641 0.837 -0.51
O -0.627 -0.017 -1.342 -0.65
O 2.186 0.153 -0.887 -0.41
O -1.360 -1.601 0.575 -0.36
O -1.528 0.867 0.944 -0.37
P -0.679 -0.225 0.113 0.91
H 1.094 1.977 -1.009 0.19
H 2.825 2.155 -0.594 0.47
H 4.285 -0.607 0.477 0.46
H 3.484 -1.454 1.719 0.37
H 3.394 0.213 1.545 0.48
H 2.948 -2.408 -1.075 0.41
H 1.219 -1.990 -1.413 0.47
H 1.548 -2.900 0.004 0.38
H -3.451 -0.366 -0.604 0.20
H -4.157 -1.722 -1.376 0.39
H -4.206 -1.720 0.283 0.33
H -0.569 3.302 -0.688 0.20
H -2.148 2.667 -0.781 0.31
H -1.816 4.083 0.150 0.36
H -1.662 -2.277 -1.297 0.27
H -2.511 -3.181 -0.017 0.34
H -1.599 2.441 2.105 0.44
H -0.074 2.190 1.331 0.28
```

***

CH3AsAuF6N2O2 | ωB97M-V/def2-TZVPD

The total charge is 0. The total energy comes out at -88997.7384 eV. The expectation value of S² is 0.75. For the energy relative to the best compared isomer or geometry (same formula, charge and spin), the calculation gives 3.3 kJ/mol. The HOMO energy (alpha / beta) is -11.117 / -11.103 eV. The spin multiplicity is 2. As for the LUMO energy (alpha / beta): -0.7 / -2.8 eV.

XYZ file:
```
16
Properties=species:S:1:pos:R:3:mulliken_charge:R:1
Au -0.957 -1.143 -1.235 0.71
N 1.128 1.091 -0.774 -0.29
N 0.229 1.882 -1.289 0.18
C -0.679 1.487 -2.427 0.66
O -1.289 2.407 -2.884 -0.50
O -0.615 0.253 -2.722 -0.68
H 1.302 1.110 0.225 0.29
H 1.246 0.206 -1.256 0.27
H -0.029 2.702 -0.753 0.27
F -0.982 -2.233 0.590 -0.60
As -0.026 -1.427 1.956 1.96
F 1.270 -1.255 0.781 -0.48
F -0.628 0.104 1.345 -0.47
F 0.896 -0.620 3.146 -0.46
F -1.413 -1.587 2.929 -0.44
F 0.548 -2.976 2.369 -0.44
```

***

C25H14AsN2O4S4Tc | ωB97M-V/def2-TZVPD

The total charge is -2. The total energy comes out at -143704.7542 eV. The expectation value of S² is 2.04. For the energy relative to the best compared isomer or geometry (same formula, charge and spin), the calculation gives 0.0 kJ/mol. The HOMO energy (alpha / beta) is -2.244 / -2.533 eV. The spin multiplicity is 3. As for the LUMO energy (alpha / beta): 4.3 / 3.4 eV.

XYZ file:
```
51
Properties=species:S:1:pos:R:3:mulliken_charge:R:1
Tc -1.496 0.184 0.189 0.55
S -1.158 0.764 2.444 -0.31
C -2.321 1.998 2.791 0.60
C -2.366 2.479 4.139 -0.10
N -2.399 2.868 5.223 -0.57
C -3.170 2.497 1.841 0.60
S -3.183 1.971 0.209 -0.33
C -4.121 3.514 2.200 -0.12
N -4.888 4.330 2.467 -0.55
S 0.285 -1.372 0.588 -0.42
C 1.788 -0.467 0.311 0.72
C 2.360 0.234 1.372 -0.77
C 3.529 0.957 1.200 -0.67
C 4.143 0.993 -0.045 -0.73
C 3.582 0.298 -1.107 -0.15
C 2.415 -0.438 -0.937 0.34
As 1.527 -1.386 -2.400 0.43
C 2.711 -0.844 -3.877 -0.13
C 2.284 0.249 -4.632 -0.09
C 3.050 0.702 -5.699 -0.77
C 4.238 0.065 -6.032 -0.34
C 4.665 -1.027 -5.289 -0.64
C 3.905 -1.476 -4.216 0.00
C 2.342 -3.155 -2.090 -0.26
C 2.091 -4.159 -3.023 -0.17
C 2.628 -5.430 -2.871 -0.62
C 3.419 -5.722 -1.768 -0.35
C 3.664 -4.733 -0.825 -0.79
C 3.133 -3.459 -0.987 0.05
H 1.854 0.222 2.330 0.42
H 3.949 1.508 2.034 0.32
H 5.043 1.577 -0.199 0.32
H 4.046 0.357 -2.083 0.30
H 1.367 0.767 -4.368 0.20
H 2.713 1.560 -6.268 0.40
H 4.831 0.421 -6.867 0.34
H 5.593 -1.528 -5.540 0.37
H 4.248 -2.326 -3.637 0.36
H 1.466 -3.944 -3.883 0.37
H 2.422 -6.195 -3.611 0.36
H 3.834 -6.714 -1.640 0.35
H 4.273 -4.952 0.044 0.37
H 3.335 -2.696 -0.245 0.35
O 0.694 2.217 -2.654 -0.73
C -0.083 1.565 -1.975 0.74
O -0.064 1.459 -0.693 -0.71
C -1.234 0.754 -2.650 0.58
O -1.414 0.795 -3.850 -0.69
O -1.939 0.046 -1.813 -0.73
S -3.654 -2.363 0.893 -0.38
C -2.689 -1.172 0.610 0.67
```